The following is a quantum chemistry calculation of a structure of composition C32H93AsF6N15O11 at a distorted geometry, from the OMol25 dataset.

The geometry in XYZ format:
```
158
Properties=species:S:1:pos:R:3:forces:R:3
H -3.069567 4.548030 -2.374729 0.1 0.1 -0.4
H -4.778187 -3.471000 -7.659759 0.6 0.1 0.5
H 0.075253 6.107930 -3.124149 0.3 0.0 0.1
H 4.573683 7.364710 -4.738499 -0.2 0.0 -0.4
H -7.746167 1.673370 -0.129179 -0.1 0.3 -0.1
H -7.423117 0.156880 2.388291 0.3 0.2 0.3
H 7.771633 -9.892060 -0.961109 0.3 0.0 0.4
H -4.989987 -1.670370 -3.877819 -0.6 -0.3 0.6
H -6.206347 1.946660 0.657881 0.0 -0.3 0.4
H 6.168203 -9.052820 0.787771 0.6 -1.1 0.4
H 5.002443 5.022030 0.003861 0.1 0.2 0.0
H 2.989983 -7.249220 1.170641 -0.2 -0.2 -0.1
C -0.969797 6.069480 3.642821 -1.5 -0.7 0.2
H 5.632813 -8.176920 -2.022169 0.1 -0.7 -0.2
H 3.126133 -8.788340 2.078651 0.2 0.1 0.2
N 6.909073 -10.380990 -0.768719 1.4 -1.6 0.8
N 5.944413 -1.787420 -4.743949 -2.3 1.3 3.2
H -3.023757 8.119520 -3.827129 -0.8 -0.2 0.4
F -0.478167 -0.761310 1.421481 0.8 -0.6 -0.8
C -10.285397 -0.018620 2.507821 -0.3 -1.4 -1.6
H -11.288587 0.393270 2.617671 0.4 0.6 0.1
F 1.520793 0.607740 1.054871 -0.6 -0.6 -0.4
C 6.097213 -8.212530 -1.036689 -0.5 2.0 -0.3
H -9.487427 0.416900 3.109211 -0.4 -0.1 0.3
N -0.726667 5.888860 -2.550539 0.7 1.1 0.2
C -2.719267 2.668110 5.278901 0.3 -0.6 -2.2
C -2.066247 7.893520 -3.357879 -1.3 -1.8 -0.5
H 5.533173 -2.479780 0.910191 0.5 -1.0 -0.6
H -2.848807 2.405780 6.328901 0.2 0.8 0.3
C 3.476983 -0.323980 8.961081 0.4 0.4 2.2
N 5.291033 3.555280 -2.228339 -0.1 0.9 -0.3
F 1.924953 -0.300480 -1.166769 -0.9 -0.8 0.9
H -1.155987 5.485550 2.741461 -0.2 -0.6 0.3
C -5.325207 -1.435420 -6.170759 1.0 0.7 -1.5
H -3.261577 5.095190 6.239581 0.5 1.4 0.8
C -5.340177 -0.285850 -5.167269 -1.4 -0.5 -0.6
H -4.380597 -1.337810 -6.705829 0.3 0.0 -0.5
C 4.063553 7.436440 -3.777919 0.5 -0.4 -1.2
C 4.504213 -9.984640 -0.205989 -1.0 1.5 1.0
H -8.672407 -1.663740 1.073091 0.2 0.0 1.1
H -0.816417 7.053340 3.199421 0.3 0.2 0.6
H 6.476433 6.216960 -2.016939 -0.1 -0.7 0.8
H -2.278627 -5.604160 1.118911 0.3 1.0 0.0
C 3.572303 -1.807270 6.969831 -0.1 -0.8 -0.5
O 5.090993 7.291240 -2.802229 -1.0 -0.6 -0.1
C 3.575463 -8.157780 1.311451 -0.4 -0.9 -1.6
H -10.447067 -1.092220 2.604471 0.3 -0.2 1.4
C -4.781487 0.990900 -5.719319 0.1 -0.1 -1.3
H -1.949337 8.184710 5.141571 0.0 -0.3 -0.4
C -4.204147 -5.736010 1.115781 -1.2 -1.6 -0.4
H -0.012827 -7.744010 -2.847049 0.6 0.5 1.1
F -0.020447 -2.039860 -0.876939 0.9 1.5 1.5
H 4.494863 0.055530 8.871581 0.1 0.1 -1.3
H -8.538227 -0.660120 -0.224329 -0.5 0.4 -0.4
N 6.428953 -2.315460 0.473511 0.7 -3.0 -1.0
C 5.979873 -9.449970 -0.209679 -2.5 0.6 -1.6
O -9.949837 0.013760 1.116181 1.8 0.6 -0.3
O -4.285127 -6.939360 0.931441 0.2 -0.4 0.2
C 3.721603 -0.776100 11.312491 -1.3 -0.1 -0.4
C 6.432093 -1.928530 -5.945709 -2.2 -0.9 -2.0
H -1.616627 10.199720 -4.910199 -0.9 0.9 1.2
H 4.134693 -1.397310 12.107201 0.4 -0.6 -0.7
H -6.171917 -5.305920 1.249081 0.3 0.4 -0.2
H -3.050157 6.011330 -1.423379 -0.3 0.2 -0.1
H -3.132937 6.315670 4.209121 0.1 -0.1 -0.5
C -7.220847 1.583240 0.821621 -1.7 0.8 -0.1
H 6.700803 -10.764180 -1.679709 -0.9 0.1 0.1
H -0.215767 -5.980150 -2.309379 0.6 -0.8 0.3
H 6.566973 -1.922060 -3.960119 -0.7 0.2 0.0
H -1.720927 2.586920 4.848971 0.6 -0.6 1.0
N 2.420493 0.323870 6.815651 0.7 0.7 -0.4
C -2.171257 6.126190 4.685971 1.0 1.0 -0.7
H 2.306703 0.138230 5.829401 0.4 -0.8 0.1
C 4.688133 4.910740 -2.154929 0.6 -0.9 -0.1
H -1.639167 4.541980 6.197881 0.7 -0.1 -0.6
H 1.732863 -1.171060 8.070811 0.2 -0.8 0.2
H 5.633273 -7.350500 -0.557329 0.1 0.2 0.2
H 3.783933 4.795740 -2.752679 0.1 0.6 -0.4
H -5.199537 -4.667500 -6.269339 1.3 0.0 -0.2
H -2.745787 -5.373070 -4.401559 0.3 -0.3 0.0
H 3.915073 6.285520 -0.690729 0.4 0.3 0.1
H 4.347073 -10.739420 0.564531 0.3 -0.1 0.2
H 5.992133 3.502360 -1.503249 0.1 -0.3 0.2
C 6.911553 -1.105680 0.714571 -4.0 -1.1 0.2
C 4.243643 5.247670 -0.745409 -0.8 0.6 0.1
H -4.029557 5.958600 -2.962929 -0.4 -0.3 0.5
N -5.236837 -4.926150 1.287681 -2.8 1.1 0.3
H 4.230563 0.185710 11.375551 0.0 0.2 -0.2
O -2.045037 -7.675590 -4.176179 0.4 -1.7 -0.1
F -0.383557 0.426290 -0.737779 0.8 -0.6 0.8
O -1.161397 8.352840 -4.285119 2.2 0.3 0.0
N -1.970557 7.264650 5.557661 -0.2 0.3 1.3
H 4.546793 2.911850 -1.999879 0.1 -0.4 0.1
H -0.036927 9.887020 -4.862819 0.6 -0.2 0.1
H -5.331207 -0.065880 1.452781 0.0 0.1 -0.3
C 5.681233 5.945800 -2.711359 -0.3 1.9 0.7
H -3.198047 -4.031990 1.297841 1.1 -0.4 0.0
N -1.821437 -5.510030 -4.018279 -0.4 2.3 -0.3
H -0.095977 5.653710 4.144481 0.2 0.3 -0.1
C -8.654077 -0.595420 0.857561 0.3 0.5 -1.6
O 3.672133 -1.331840 10.001801 0.3 -0.6 -0.5
H -7.739727 2.176480 1.574561 0.0 0.7 -0.4
H -5.045997 -3.938720 1.194651 -0.9 -0.2 0.1
H -0.696297 4.892040 -2.390789 -0.3 -0.1 -0.1
H -3.701097 1.036020 -5.856479 0.2 -0.2 0.8
C -3.128037 5.634310 -2.443129 1.2 1.5 -1.6
H -1.161707 7.164620 6.154191 0.1 0.0 -0.1
O 5.829633 -1.770720 -7.007749 0.4 0.5 0.4
H -3.797077 -0.743360 -3.962009 0.5 0.7 -0.1
H -5.985277 -0.480540 -0.026329 0.5 0.1 -0.1
H -5.069817 0.987610 -6.770489 -0.6 0.6 -0.2
C -0.906577 9.740850 -4.222169 1.1 -0.8 -2.2
H -6.404617 -0.104190 -5.018759 -0.3 0.2 0.3
H 1.699073 1.010570 6.983291 -0.1 -0.4 1.0
H 3.871513 -2.742950 7.442161 -0.8 0.0 0.7
H 3.327143 4.726600 -0.468629 0.1 -0.5 -0.1
H 3.495143 8.366280 -3.798009 0.8 0.5 0.8
H -2.033137 8.455740 -2.424649 0.3 -0.5 0.4
H -5.179307 1.862260 -5.199169 0.2 0.0 -0.1
H 7.165413 -8.024690 -1.145049 0.0 0.4 -0.1
N -3.107817 -5.029690 1.169131 3.1 0.3 -0.1
H 6.305073 5.698020 -3.570159 -0.9 -0.4 -0.7
H -6.133537 -1.210920 -6.866679 -0.2 -0.4 -0.3
H 2.662863 -0.710560 11.563261 -0.1 0.8 0.6
C 2.699363 -0.806370 7.722981 0.7 0.7 0.1
C -1.397467 -6.755930 -3.731899 -1.4 1.2 -0.2
H 7.044093 -2.968650 0.009801 -0.6 -0.3 0.4
N 5.899193 -0.428940 1.205081 -2.8 4.0 2.2
N 7.596943 -2.511630 -5.842879 4.1 -1.2 -1.6
O 7.948323 -0.635310 0.509861 5.9 1.6 -1.2
O 3.493733 -8.900790 0.027161 1.7 0.1 0.9
O -3.094677 3.959070 4.792191 -0.1 -2.5 -0.5
C -5.348597 -3.706280 -6.761219 -1.3 -0.9 1.2
H 4.566683 -7.799680 1.589571 0.2 -0.4 -0.1
C -1.925317 6.319920 -3.280239 -0.5 -0.9 2.2
F 1.826593 -1.860980 0.846481 -0.8 0.6 -0.3
As 0.722163 -0.676470 0.125611 -0.1 0.5 -1.7
H 7.953553 -2.896220 -4.979729 0.0 0.0 -0.6
H 7.979403 -2.750450 -6.746649 0.5 -0.2 0.5
C -2.436327 4.910040 5.551991 -1.5 1.0 0.7
C -7.353357 0.168990 1.300601 0.1 -0.6 1.4
H 6.037583 0.565390 1.315821 0.0 -0.2 0.1
N -4.804907 -0.679690 -3.944249 1.2 -1.0 2.3
H 4.947903 -1.691230 -4.610499 0.3 0.3 0.1
H 3.061503 -2.093250 6.050371 0.2 0.0 -0.2
H -0.578077 10.125950 -3.256829 -1.0 0.2 0.2
H -6.344627 -3.967540 -7.118689 -0.7 1.0 -0.2
H 4.103553 -10.407870 -1.127099 0.7 0.1 -0.3
H 4.930023 -0.695460 1.106151 0.2 0.0 -0.1
H -3.234357 1.861990 4.756461 -0.6 0.4 -0.3
N -6.106397 -0.504030 0.976111 -0.7 -1.9 -0.1
H -1.306917 -4.665750 -3.811979 0.0 -0.3 0.1
O -5.349527 -2.758770 -5.680829 -0.4 0.1 -0.6
H 2.978353 0.499330 9.472591 -0.6 0.2 -0.3
N -0.324867 -6.785430 -2.909129 0.0 -0.8 -0.9
H 3.242553 6.720340 -3.813439 0.3 -0.7 0.6
H 4.577453 -1.455070 6.738051 -0.3 0.9 -0.3
H -1.778967 5.896280 -4.273819 -1.0 0.4 -0.5
```
Forces are in eV/Å.

Kohn-Sham gap = 0.3419 Eh
molecular weight = 1053.1 u
total charge = -1
spin multiplicity = 1
F_max = 6.27 eV/A
calculated total energy = -156708.6028 eV